# 1
Molecular formula: C21H56F18N11O22P2S6
Method: DFT, wB97M-V/def2-TZVPD

Properties
HOMO-LUMO gap ... 4.658 eV
Total energy ... -7960.1584 Eh

The geometry in ORCA input format:
```
! wB97M-V def2-TZVPD RIJCOSX def2/J DEFGRID3
* xyz 1 1
C -7.080 -3.101 2.280
C -6.797 -3.101 0.766
O -7.354 -2.455 -0.080
N -5.785 -4.174 0.276
H -5.782 -3.872 -0.688
H -4.882 -4.039 0.708
C -6.444 -5.577 0.270
H -7.136 -2.052 2.571
H -6.260 -3.511 2.870
H -8.017 -3.644 2.405
H -5.697 -6.219 -0.196
H -7.348 -5.623 -0.338
H -6.778 -5.923 1.248
C 4.034 1.252 -3.128
C 4.693 2.379 -2.354
O 5.474 3.188 -2.837
N 4.398 2.295 -0.840
H 3.486 1.899 -0.661
H 5.139 1.816 -0.347
C 4.520 3.703 -0.204
H 2.967 1.468 -3.181
H 4.181 0.270 -2.679
H 4.463 1.249 -4.130
H 5.536 3.952 -0.510
H 4.542 3.634 0.884
H 3.885 4.460 -0.663
C 6.295 -3.907 0.614
C 4.864 -3.593 0.240
O 4.288 -4.032 -0.771
N 4.145 -2.626 1.175
H 4.670 -1.818 1.478
H 3.410 -2.157 0.665
C 3.477 -3.384 2.345
H 6.553 -4.831 0.096
H 6.305 -4.133 1.680
H 6.707 -2.948 0.299
H 4.152 -3.897 3.031
H 2.831 -4.069 1.796
H 2.888 -2.586 2.797
C 0.301 2.214 10.565
C 0.639 1.269 9.420
O 1.776 0.925 9.143
N -0.526 1.004 8.415
H -1.415 0.978 8.893
H -0.616 1.867 7.899
C -0.252 -0.097 7.398
H 0.097 1.680 11.493
H -0.421 2.998 10.338
H 1.164 2.826 10.828
H -1.221 -0.286 6.936
H 0.078 -0.993 7.924
H 0.499 0.223 6.676
C -5.206 0.821 -5.192
C -4.542 1.227 -6.519
O -4.614 2.371 -6.922
N -3.870 0.145 -7.348
H -3.987 -0.731 -6.858
H -4.372 0.167 -8.224
C -2.327 0.369 -7.626
H -4.598 0.131 -4.607
H -6.164 0.372 -5.457
H -5.460 1.707 -4.610
H -2.114 1.320 -8.113
H -2.126 -0.483 -8.276
H -1.756 0.334 -6.699
C 0.671 -7.677 -3.775
C 1.014 -8.802 -4.746
O 0.193 -9.136 -5.604
N 2.507 -9.103 -4.867
H 2.996 -8.506 -5.518
H 2.947 -8.970 -3.968
C 2.759 -10.575 -5.241
H 1.405 -6.885 -3.926
H 0.824 -8.127 -2.794
H -0.343 -7.303 -3.917
H 2.408 -10.910 -6.216
H 2.285 -11.224 -4.504
H 3.848 -10.538 -5.211
C -0.534 8.109 0.286
C -1.357 9.383 0.033
O -1.182 10.429 0.642
N -2.220 9.391 -1.140
H -2.196 10.350 -1.455
H -1.800 8.902 -1.917
C -3.647 8.906 -0.853
H -0.019 8.166 1.245
H 0.115 7.764 -0.519
H -1.241 7.283 0.216
H -4.296 9.386 -1.585
H -3.951 9.289 0.121
H -3.552 7.825 -0.957
P -1.999 -6.326 3.548
F -1.796 -5.147 4.671
F -0.407 -6.522 3.669
F -2.188 -7.473 4.727
F -2.289 -7.490 2.418
F -3.582 -6.146 3.609
F -1.900 -5.313 2.254
P 0.369 5.878 6.029
F -0.570 4.607 5.747
F -0.564 6.049 7.258
F 1.276 4.922 6.945
F 1.325 7.046 6.560
F 1.287 5.392 4.828
F -0.480 6.849 5.015
N -1.239 7.164 -4.570
S -2.377 7.328 -5.591
O -3.679 6.739 -5.302
O -1.819 7.389 -6.958
F -2.703 8.850 -5.226
S -1.382 5.417 -4.571
O -1.016 4.824 -5.817
O -2.362 4.803 -3.680
F -0.057 5.093 -3.745
N 0.557 0.292 0.165
S -0.732 -0.274 -0.813
O -0.737 0.268 -2.140
O -1.983 -0.780 -0.212
F -0.013 -1.697 -1.093
S -0.433 1.099 0.949
O -1.355 0.426 1.895
O -0.786 2.389 0.428
F 0.829 1.453 1.952
N 7.000 0.549 2.418
S 7.253 0.970 3.873
O 7.311 2.418 4.089
O 7.925 0.081 4.821
F 5.698 0.816 4.344
S 8.674 0.652 2.014
O 9.437 -0.576 2.241
O 9.320 1.974 2.190
F 8.370 0.711 0.428
N -4.309 -4.718 -4.902
O -4.818 -5.816 -4.655
O -4.141 -3.913 -3.973
O -4.056 -4.336 -6.031
*
```

=====

# 2
Molecular formula: C5H8N
Method: DFT, wB97M-V/def2-TZVPD

Properties
HOMO-LUMO gap ... 9.791 eV
Total energy ... -249.5968 Eh
Relative energy (zero: lowest compared OMol25 entry of this formula, charge and spin) ... 143.3 kcal per mole

The geometry in ORCA input format:
```
! wB97M-V def2-TZVPD RIJCOSX def2/J DEFGRID3
* xyz 1 1
C 1.296 0.537 -0.868
C 0.674 1.427 0.048
C 1.549 0.622 0.742
C 1.159 -0.519 0.039
C -2.296 0.642 0.020
N 0.859 -1.772 0.039
H 1.818 0.588 -1.697
H 2.390 0.625 1.454
H -1.214 0.889 0.393
H -2.534 -0.207 0.629
H -2.918 1.560 0.164
H -2.145 0.354 -1.080
H 0.767 -2.407 0.853
H 0.596 -2.339 -0.738
*
```

=====

It is found that the LUMO energy values, taken in the order of the records, are -4.18; -4.60 eV.